Entry 1:
{"formula": "C5H13N2O", "method": "ωB97M-V/def2-TZVPD", "symbols": ["O", "N", "N", "C", "C", "C", "C", "C", "H", "H", "H", "H", "H", "H", "H", "H", "H", "H", "H", "H", "H"], "positions_angstrom": [[1.32374, -1.92415, 1.96964], [-2.97943, 2.17408, -0.06940], [0.28347, -0.10769, -0.09951], [2.08239, -1.24391, 1.33826], [-0.20912, -1.21574, -0.89054], [1.65271, -0.21647, 0.22725], [-1.71296, -1.19997, -0.83056], [2.14798, 1.12577, 0.43146], [3.11248, -1.16350, 1.68423], [-2.56331, 3.06837, -0.41234], [-2.08527, -1.29741, 0.22906], [-3.77553, 2.44695, 0.56308], [1.81305, 1.73332, -0.46994], [3.26930, 1.15923, 0.54858], [0.22606, -1.32583, -1.99314], [-2.27781, 1.54628, 0.31419], [1.63726, 1.55969, 1.23805], [-2.17264, -2.04128, -1.42436], [2.24913, -0.64774, -0.64566], [-2.08462, -0.16355, -1.24890], [0.06310, -2.26645, -0.45947]], "forces_ev_per_angstrom": [[0.95, 0.66, -1.64], [-0.75, 1.51, -0.24], [1.69, -3.28, -0.93], [-2.14, -1.17, 2.88], [-0.54, -0.66, 0.23], [-0.77, -1.02, -3.02], [-1.97, 1.37, -0.90], [1.76, 2.57, -1.17], [0.62, 0.39, -0.64], [-0.29, -1.28, 0.53], [0.51, 0.13, -1.09], [1.53, -0.83, -0.66], [0.94, -0.61, 1.06], [-1.20, 0.12, -0.09], [-0.42, 0.65, 2.07], [-0.43, 0.60, 0.40], [-0.30, 0.83, 1.46], [0.53, 0.98, 0.52], [-0.80, -0.30, 0.63], [0.36, -2.12, 0.74], [0.70, 1.46, -0.14]], "lowdin_charge": [0.162, -0.012, 0.280, -0.098, -0.238, -0.396, -0.111, -0.050, 0.167, 0.025, 0.100, 0.042, 0.129, 0.133, 0.215, -0.032, 0.084, 0.103, 0.202, 0.106, 0.190], "gap_ev": 4.0, "charge": 1, "e_tot_ha": -382.61064, "homo_energy_ha": -0.462}

---

Entry 2:
{"formula": "H29O15", "method": "ωB97M-V/def2-TZVPD", "symbols": ["O", "O", "O", "O", "O", "O", "O", "O", "O", "O", "O", "O", "O", "O", "O", "H", "H", "H", "H", "H", "H", "H", "H", "H", "H", "H", "H", "H", "H", "H", "H", "H", "H", "H", "H", "H", "H", "H", "H", "H", "H", "H", "H", "H"], "positions_angstrom": [[-0.54026, -1.68725, -2.13473], [3.49828, -0.46104, 0.38272], [-2.50359, 3.70056, 3.22964], [-2.88326, 2.47618, -1.55036], [-3.79109, -2.93659, 1.23305], [-2.73761, 0.37045, 1.22080], [3.27129, 1.07205, 2.27600], [1.05200, -3.64001, -2.94539], [0.01219, 0.79764, 1.54660], [1.50894, 0.25255, -1.20186], [1.37298, 3.11258, 1.00437], [-1.05585, -2.13176, 3.44555], [-2.39069, -0.40690, -1.18157], [1.13947, 0.70824, -5.02394], [5.03598, -2.30488, -0.94444], [-2.40530, -0.14928, -2.10348], [3.43519, 0.31639, 1.35487], [1.38908, 0.59690, -4.09935], [-3.18163, 1.22615, 1.10320], [-1.84808, 0.75188, 1.19623], [-3.94095, -3.08264, 2.17540], [0.25770, -0.04695, 1.91656], [-1.24269, -1.81778, -1.46598], [2.23634, -0.05404, -0.57180], [-2.30720, 3.16141, 3.99823], [0.47607, 0.75358, 0.69464], [1.57965, 1.21325, -1.17391], [-2.08716, 2.41831, -1.00263], [-0.50823, -1.35153, 3.54913], [-1.88787, -1.90588, 3.03386], [0.05189, -1.00452, -1.76006], [3.26819, -1.18397, 0.98053], [0.17896, 0.65022, -5.06692], [0.60257, 2.71289, 0.61941], [4.94278, -1.53096, -0.36887], [4.22842, -2.50506, -1.40929], [-2.13485, 3.27918, 2.44985], [3.77669, 1.88407, 2.16156], [-3.28210, -0.60650, -0.89316], [1.41887, -3.42570, -3.80455], [-3.18862, 3.34475, -1.25907], [0.53664, -2.85663, -2.63015], [1.77167, 2.53478, 1.67577], [-3.12477, -2.24417, 1.34352]], "forces_ev_per_angstrom": [[0.48, -0.07, 0.19], [-0.44, -0.06, 0.67], [-0.43, 0.47, -0.08], [0.29, 0.66, 0.67], [0.41, 0.44, 0.84], [-0.39, 1.38, 0.63], [-0.37, -0.10, -0.15], [0.07, -0.09, 0.20], [-0.36, 0.08, -0.49], [-0.50, 0.26, 0.22], [0.63, 1.26, -0.24], [0.32, -0.74, 0.26], [-0.17, 0.03, 0.22], [0.04, 0.12, -0.18], [1.47, -0.67, -0.06], [-0.23, -0.12, -0.25], [0.13, 1.34, 0.15], [-0.17, -0.11, 0.04], [-0.86, -0.62, 0.02], [0.96, -1.02, 0.12], [-0.53, -0.56, -0.09], [0.16, -0.39, 0.37], [0.57, 0.32, -0.55], [0.48, -0.25, 0.02], [0.22, -0.25, -0.21], [0.16, -0.12, -0.11], [0.16, 0.01, -0.12], [0.04, -0.62, -0.33], [-0.32, 0.24, -0.06], [0.04, 0.61, -0.06], [-0.15, -0.14, 0.01], [0.02, -0.44, -0.46], [0.16, -0.07, 0.24], [-0.18, -0.38, 0.37], [-1.00, 0.05, -0.32], [-0.50, 0.47, 0.21], [0.28, -0.23, 0.30], [0.17, -0.33, -0.14], [-0.23, 0.33, 0.01], [-0.05, 0.19, -0.01], [-0.39, 0.03, -0.39], [0.13, -0.49, -0.34], [-0.20, -0.67, -0.22], [0.06, 0.23, -0.89]], "lowdin_charge": [-0.088, -0.273, -0.053, -0.055, -0.054, -0.075, -0.291, -0.105, -0.047, -0.097, -0.072, -0.035, -0.072, -0.063, -0.094, 0.054, -0.033, 0.019, 0.038, -0.013, 0.035, 0.048, 0.049, 0.006, 0.037, 0.026, 0.034, 0.028, 0.028, 0.001, 0.023, 0.015, 0.029, -0.020, -0.007, 0.010, 0.014, -0.031, 0.052, 0.012, 0.040, -0.027, 0.004, 0.002], "gap_ev": 7.8, "charge": -1, "e_tot_ha": -1146.02929, "homo_energy_ha": -0.222}

---

Entry 3:
{"formula": "C27H58NO8P2", "method": "ωB97M-V/def2-TZVPD", "symbols": ["P", "P", "O", "O", "O", "O", "O", "O", "O", "O", "N", "C", "C", "C", "C", "C", "C", "C", "C", "C", "C", "C", "C", "C", "C", "C", "C", "C", "C", "C", "C", "C", "C", "C", "C", "C", "C", "C", "H", "H", "H", "H", "H", "H", "H", "H", "H", "H", "H", "H", "H", "H", "H", "H", "H", "H", "H", "H", "H", "H", "H", "H", "H", "H", "H", "H", "H", "H", "H", "H", "H", "H", "H", "H", "H", "H", "H", "H", "H", "H", "H", "H", "H", "H", "H", "H", "H", "H", "H", "H", "H", "H", "H", "H", "H", "H"], "positions_angstrom": [[-0.87543, -0.09501, 1.84902], [-0.12323, -1.78340, 0.70852], [0.46094, -4.55866, -1.66142], [-0.51446, 1.45583, 1.30158], [4.51756, 5.92044, 0.60101], [-1.15949, -0.35437, 3.50133], [-3.32360, -5.60000, -0.10679], [-0.98585, 1.96144, -3.51966], [3.62480, 2.10977, -1.33757], [0.52010, -3.18774, -0.09649], [-0.18135, -3.70646, -1.06998], [2.05559, -0.73416, 3.95078], [2.13614, -0.43134, 2.30424], [2.67371, -0.28377, -1.86135], [-5.11617, 0.91542, 0.48134], [1.37421, 0.30192, -0.97628], [-3.92102, -1.45076, 2.26942], [-5.16840, -0.55828, 2.83601], [-3.41977, 0.40740, -1.62633], [0.12508, -0.69312, -0.84490], [-0.30076, 4.26541, -3.55166], [-2.03339, -6.57219, -1.88701], [3.96100, 0.64807, -1.33732], [5.37971, 6.84686, 2.64488], [-3.36525, -5.95850, -1.48555], [4.20893, 2.78411, -0.17134], [1.68631, -1.60027, 1.33530], [4.27413, 6.02514, 2.00137], [-3.13416, -1.22571, 0.80968], [2.90998, 6.65643, 2.22972], [-3.83572, 0.00016, -0.09354], [-4.51431, -6.92612, -1.71994], [-0.02056, 2.78527, -5.56135], [-0.41172, -2.90393, 2.23375], [-0.00791, 2.85661, -4.04266], [-1.93285, -2.13591, 0.19989], [-5.79282, 0.68263, 1.95877], [-0.10753, -4.50800, 2.02177], [-3.21765, 1.57292, -1.78100], [0.98988, 1.17357, -1.70900], [-1.55349, -2.84565, 2.47560], [0.02367, -1.26366, -1.88218], [1.89263, -2.61044, 1.95083], [3.08273, -0.41719, 4.47344], [-4.38939, -7.83532, -1.12127], [-4.39057, 0.19643, -2.28976], [1.03463, -4.77476, 1.89722], [0.73226, 3.45145, -5.99416], [-4.58315, -7.20910, -2.77495], [-1.29341, 4.59564, -3.87761], [2.52743, -0.02120, -2.99772], [6.35694, 6.38723, 2.46190], [0.96836, 2.53139, -3.66699], [0.17945, 1.76305, -5.90018], [3.72674, 2.46693, 0.86853], [4.23223, 0.40411, -0.20037], [-5.66350, -0.77825, 3.89746], [5.38743, 2.61826, -0.12155], [2.12543, 6.06098, 1.75057], [-0.30065, 4.29907, -2.45689], [-0.83469, 0.02128, -0.83269], [4.90091, 0.53644, -2.03292], [-2.12744, -2.04002, -0.97818], [4.07945, 3.96922, -0.21792], [-0.79774, -5.02096, 1.19946], [0.14050, -2.58657, 3.21303], [-1.82051, -7.46884, -1.29426], [2.86207, 7.65725, 1.78618], [5.41935, 7.85443, 2.21607], [-3.53485, -5.04008, -2.05804], [-5.60123, 1.78589, -0.17725], [1.71124, 0.90505, -0.03393], [3.32907, -0.36674, 2.15748], [-6.68706, 1.37659, 2.28539], [4.28328, 5.00978, 2.41245], [-0.43464, -5.02746, 3.04620], [1.23367, -0.09248, 4.48172], [-1.85607, 2.24261, -3.84807], [0.44369, 4.97600, -3.92411], [4.51117, 6.81747, 0.22751], [-2.02773, -6.84460, -2.94702], [1.81351, 0.67190, 2.11480], [-3.57824, -2.33642, 2.98670], [-3.17337, -6.40951, 0.40927], [-2.24787, -3.26050, 0.45613], [2.68589, 6.73653, 3.29800], [1.96886, -1.90145, 4.17697], [-1.00328, 3.06303, -5.95854], [-5.46495, -6.47559, -1.41502], [-1.12530, 0.47443, 4.06234], [5.22976, 6.93274, 3.72563], [2.49482, -1.73626, 0.46414], [-1.37767, 1.98864, 1.19564], [-1.21425, -5.86916, -1.70127], [-2.57247, -0.23668, -2.10859], [2.84161, -1.42662, -1.67641]], "forces_ev_per_angstrom": [[-3.81, 1.25, -0.41], [2.19, -0.27, 0.95], [-0.73, 0.83, 0.50], [-0.99, 1.07, 1.04], [0.12, 0.15, -0.19], [1.10, 2.07, 0.73], [-0.08, 0.06, 0.23], [-0.05, -0.10, 0.03], [0.83, -0.82, 1.48], [0.21, -0.76, -1.29], [1.32, -1.21, -0.95], [0.74, 0.06, 0.21], [2.78, 0.36, 1.32], [0.17, 1.83, 1.25], [1.19, -2.66, 2.46], [-0.01, 1.29, -2.27], [-1.88, 1.80, -0.77], [1.39, 0.91, -3.47], [-1.33, -0.26, -0.36], [-0.98, 2.06, -1.55], [0.16, 0.18, 0.30], [0.29, 0.27, -0.08], [0.12, -0.30, 0.52], [0.32, -0.14, 0.16], [0.22, -0.67, 0.16], [0.68, 1.08, 0.63], [2.70, -1.61, 0.22], [-0.08, 0.65, -0.03], [-2.80, 3.33, 1.42], [-0.33, -0.20, 0.05], [-2.15, 0.40, 2.31], [-0.41, 0.12, -0.09], [0.22, -0.20, -0.23], [-1.38, -1.76, 2.04], [-0.51, 0.24, -0.24], [-4.36, -0.95, -1.59], [3.55, -2.42, -2.09], [-0.64, -0.63, 1.39], [-0.12, -2.58, 0.64], [0.73, -1.77, 1.76], [2.02, -0.16, -0.11], [0.20, 0.91, 2.22], [-0.31, 2.17, -1.28], [-2.12, -0.55, -1.26], [0.14, 0.02, -0.09], [2.02, 0.39, 1.33], [-2.38, 0.65, -0.11], [-0.08, -0.05, 0.00], [0.00, -0.02, 0.10], [0.07, -0.05, -0.13], [0.15, -0.82, 2.18], [-0.16, 0.00, 0.07], [-0.23, -0.10, 0.08], [0.04, 0.14, 0.10], [0.90, 0.21, -2.20], [-0.56, 0.07, -2.54], [1.39, 0.33, -2.57], [-2.37, 0.10, -0.06], [0.14, 0.02, 0.13], [0.09, -0.06, -0.16], [2.00, -1.47, -0.08], [-1.65, 0.00, 1.39], [0.63, -0.28, 2.55], [0.02, -2.82, -0.39], [1.71, 1.25, 1.56], [-1.00, -0.40, -1.90], [-0.18, -0.07, -0.05], [0.13, -0.01, 0.10], [-0.15, -0.04, 0.06], [0.04, 0.00, 0.29], [1.38, -2.17, 1.36], [-0.63, -1.65, -1.60], [-2.41, -0.06, 0.15], [2.05, -1.72, -0.57], [0.03, 0.06, -0.27], [0.67, 0.97, -2.03], [1.35, -1.62, -1.03], [0.37, -0.12, 0.15], [-0.09, -0.03, 0.04], [-0.02, -0.39, 0.19], [0.03, -0.01, 0.07], [0.04, -2.13, 0.12], [-0.72, 2.14, -1.82], [-0.02, 0.35, -0.27], [0.81, 2.34, -0.62], [-0.01, 0.02, -0.12], [-0.16, 2.62, -0.52], [0.05, 0.11, 0.09], [0.12, 0.00, -0.09], [-0.01, -1.33, -1.03], [0.03, 0.03, -0.11], [-1.74, 0.65, 1.68], [1.81, -1.54, 0.19], [-0.31, -0.22, -0.20], [-1.46, 1.39, 1.19], [-0.09, 2.23, -0.44]], "lowdin_charge": [0.828, 0.423, -0.040, -0.354, -0.084, -0.347, -0.070, -0.074, -0.284, -0.317, -0.121, -0.146, -0.307, -0.144, -0.081, -0.226, -0.078, -0.119, -0.158, -0.296, -0.063, -0.062, -0.202, -0.069, -0.496, -0.145, -0.324, -0.499, -0.167, -0.063, -0.173, -0.076, -0.068, -0.352, -0.503, -0.320, -0.150, -0.158, 0.076, 0.104, 0.054, 0.112, 0.089, 0.066, 0.076, 0.078, 0.079, 0.077, 0.075, 0.078, 0.107, 0.080, 0.131, 0.080, 0.098, 0.117, 0.068, 0.103, 0.084, 0.082, 0.066, 0.117, 0.090, 0.083, 0.066, 0.069, 0.081, 0.079, 0.079, 0.143, 0.074, 0.089, 0.099, 0.052, 0.141, 0.072, 0.051, 0.085, 0.077, 0.097, 0.080, 0.076, 0.079, 0.091, 0.093, 0.080, 0.077, 0.077, 0.077, 0.073, 0.079, 0.088, 0.085, 0.036, 0.055, 0.106], "gap_ev": 4.6, "charge": -1, "e_tot_ha": -2402.27830, "homo_energy_ha": -0.089}

---

Entry 4:
{"formula": "C7H17NO2S", "method": "ωB97M-V/def2-TZVPD", "symbols": ["S", "O", "O", "N", "C", "C", "C", "C", "C", "C", "C", "H", "H", "H", "H", "H", "H", "H", "H", "H", "H", "H", "H", "H", "H", "H", "H", "H"], "positions_angstrom": [[-1.82352, -0.48764, -0.73548], [-2.66002, -2.35694, -2.58490], [2.21165, 0.61357, 0.80686], [-2.09163, 1.00175, -0.50865], [-2.89949, -1.07922, -2.20159], [0.90431, -0.02212, -0.99613], [-1.83497, -1.12502, 0.77974], [3.27963, 2.16894, 2.38659], [-0.15617, -1.05946, -1.49470], [2.06710, 1.38988, 2.04614], [1.00656, 0.00616, 0.51673], [0.00705, -1.96655, -0.96735], [-2.59343, -3.04189, -1.85564], [1.83700, -0.33442, -1.28188], [3.39045, 2.34854, 3.46116], [1.83196, 0.59035, 2.79299], [-3.92909, -0.77408, -1.75552], [-1.92073, 1.46615, -1.37829], [-1.67499, -2.20953, 0.70187], [-2.65103, -0.67321, 1.48917], [1.20609, 2.09165, 1.97549], [0.70732, 0.92872, -1.30901], [0.92863, -0.99167, 0.90856], [3.37530, 3.11952, 1.79348], [-2.72746, -0.40449, -2.99068], [-0.06729, -1.30318, -2.55760], [0.13238, 0.46521, 0.83619], [4.14439, 1.63897, 2.12245]], "forces_ev_per_angstrom": [[0.75, -0.72, -0.95], [0.34, -2.09, 0.39], [0.51, 2.09, 1.47], [0.20, 0.48, -0.35], [-1.81, 1.15, 3.52], [-2.05, -2.94, 1.42], [-1.60, -0.74, 0.44], [0.43, 1.50, -0.30], [0.19, 1.63, 1.23], [-1.14, -1.39, -0.23], [0.25, -1.07, -1.70], [0.20, -0.97, 0.54], [-0.41, 1.58, -0.90], [2.35, -0.70, -1.37], [-0.39, 0.26, -0.21], [0.13, 0.91, -0.04], [1.19, -1.06, -0.78], [-0.18, 0.80, -0.67], [-0.09, 0.30, 0.61], [1.62, -1.06, -1.71], [0.23, -0.68, -0.13], [-0.49, 2.56, -1.17], [0.32, -0.78, 0.39], [-0.39, -0.69, 0.76], [0.54, 0.70, -1.16], [-0.79, 0.53, 0.05], [-1.23, 1.49, 1.29], [1.32, -1.09, -0.40]], "lowdin_charge": [0.755, -0.080, -0.128, -0.254, -0.380, -0.175, -0.304, -0.092, -0.190, -0.250, -0.310, 0.065, 0.137, 0.089, 0.082, 0.132, 0.124, -0.005, 0.003, 0.068, 0.129, 0.082, 0.116, 0.096, 0.078, 0.099, 0.060, 0.051], "smiles": "C=[S@](=N)(CO)CCCOCC", "gap_ev": 8.5, "charge": 0, "e_tot_ha": -880.11084, "homo_energy_ha": -0.294}

---

It is found that the LUMO values, taken in the order of the records, are -8.574; 1.801; 2.181; 0.500 eV.